CH2N4O | ωB97M-V with the def2-TZVPD basis set

HOMO-LUMO gap: 10.44 eV
Lowest unoccupied orbital energy: -0.0026 Eh
Relative energy (zero: lowest compared OMol25 entry of this formula, charge and spin): 20.2 kcal/mol
SMILES string: Oc1nnn[nH]1
Calculated total energy: -9075.42395 eV

Structure (XYZ):
```
8
Properties=species:S:1:pos:R:3:forces:R:3
H 0.002 1.652 0.013 -1.125 -0.855 -0.138
N -0.353 -1.454 -0.010 -1.730 0.901 0.047
N -0.384 0.692 -0.041 1.637 3.402 0.323
O 1.685 -0.408 -0.052 0.518 0.316 0.146
N -1.657 0.351 -0.021 -0.942 -1.303 -0.109
N -1.645 -0.938 -0.025 0.074 -0.272 0.120
C 0.366 -0.374 -0.001 0.813 -2.511 -0.438
H 1.986 0.478 0.137 0.754 0.322 0.050
```
Forces are in eV/Å.

Atom charges from the Mulliken analysis, given in e for atoms 1 to 4: H 0.2247; N -0.3635; N 0.1817; O -0.4335

=====

CH2N4O2 | ωB97M-V with the def2-TZVPD basis set

HOMO-LUMO gap: 10.15 eV
Lowest unoccupied orbital energy: 0.0019 Eh
Relative energy (zero: lowest compared OMol25 entry of this formula, charge and spin): 75.1 kcal/mol
SMILES string: O=c1[nH]nnn1O
Calculated total energy: -11120.36536 eV

Structure (XYZ):
```
9
Properties=species:S:1:pos:R:3:forces:R:3
N 1.385 -0.104 -0.091 2.419 -1.248 0.835
H 2.340 -0.662 -0.087 -2.970 1.597 -0.582
N -0.730 0.140 0.337 1.193 1.439 -0.600
N 0.046 0.987 1.264 1.770 -2.006 -2.773
N 1.284 0.734 0.988 -2.722 0.199 0.530
H -2.606 -0.083 -0.093 2.906 4.352 -0.495
C 0.155 -0.493 -0.622 0.494 -1.728 -0.119
O -1.861 0.814 -0.172 -2.811 -5.243 0.920
O -0.013 -1.332 -1.524 -0.277 2.638 2.284
```
Forces are in eV/Å.

Atom charges from the Mulliken analysis, given in e for atoms 1 to 4: N 0.0386; H 0.3194; N 0.2821; N -0.2393

=====

CH2N5 | ωB97M-V with the def2-TZVPD basis set

HOMO-LUMO gap: 8.63 eV
Lowest unoccupied orbital energy: 0.1712 Eh
Relative energy (zero: lowest compared OMol25 entry of this formula, charge and spin): 29.2 kcal/mol
Charge: -1
Calculated total energy: -8518.60708 eV

Structure (XYZ):
```
8
Properties=species:S:1:pos:R:3:forces:R:3
N 2.182 1.206 0.084 0.870 3.393 0.620
H 0.446 -1.122 -0.007 0.521 -0.692 0.317
N 1.781 -1.015 0.061 0.104 -5.463 0.213
C -1.347 -0.202 0.065 -2.261 1.782 -1.341
N -2.288 0.618 -0.103 -0.036 -0.122 0.577
N -0.674 -1.162 0.067 0.276 -1.141 0.433
N 2.029 0.090 0.158 0.171 2.359 -0.949
H -2.128 1.586 -0.326 0.355 -0.117 0.131
```
Forces are in eV/Å.

Atom charges from the Mulliken analysis, given in e for atoms 1 to 4: N -0.7108; H 0.5086; N -1.0767; C 0.3587

=====

CH2NO2 | ωB97M-V with the def2-TZVPD basis set

HOMO-LUMO gap: 5.92 eV
Lowest unoccupied orbital energy: 0.1498 Eh
Relative energy (zero: lowest compared OMol25 entry of this formula, charge and spin): 51.2 kcal/mol
Charge: -1
Calculated total energy: -6654.15492 eV

Structure (XYZ):
```
6
Properties=species:S:1:pos:R:3:forces:R:3
O 1.319 -1.352 -0.020 -0.780 0.051 -0.346
O 1.717 0.885 0.028 0.257 2.143 -0.124
N -1.300 0.592 -0.119 1.138 0.423 -0.067
H -1.041 0.086 0.719 -0.116 -0.139 0.663
H -1.962 -0.039 -0.541 -0.383 -0.550 -0.449
C 1.268 -0.172 -0.068 -0.116 -1.928 0.324
```
Forces are in eV/Å.

Atom charges from the Mulliken analysis, given in e for atoms 1 to 4: O -0.3282; O -0.3551; N -0.6796; H -0.0260

=====

CH2NO2 | ωB97M-V with the def2-TZVPD basis set

HOMO-LUMO gap: 8.18 eV
Lowest unoccupied orbital energy: 0.1743 Eh
Relative energy (zero: lowest compared OMol25 entry of this formula, charge and spin): 17.4 kcal/mol
SMILES string: NC(=O)[O-]
Charge: -1
Calculated total energy: -6655.62107 eV

Structure (XYZ):
```
6
Properties=species:S:1:pos:R:3:forces:R:3
N 0.197 0.279 -0.836 -1.261 -0.238 0.964
H -0.637 0.921 -1.058 1.409 -1.846 0.473
O 1.192 -0.492 1.282 -2.041 0.936 -2.842
C 0.111 -0.095 0.675 0.942 -0.750 2.914
H 0.129 -0.631 -1.366 -0.108 1.489 0.703
O -0.992 0.017 1.304 1.060 0.409 -2.212
```
Forces are in eV/Å.

Atom charges from the Mulliken analysis, given in e for atoms 1 to 4: N -0.5647; H 0.2544; O -0.7192; C 0.5191

=====

CH2NO3P | ωB97M-V with the def2-TZVPD basis set

HOMO-LUMO gap: 6.48 eV
Lowest unoccupied orbital energy: 0.2782 Eh
Relative energy (zero: lowest compared OMol25 entry of this formula, charge and spin): 54.9 kcal/mol
SMILES string: [H]/N=C/P(=O)([O-])[O-]
Charge: -2
Calculated total energy: -17989.33641 eV

Structure (XYZ):
```
8
Properties=species:S:1:pos:R:3:forces:R:3
H 1.105 0.607 -2.308 -0.710 -2.029 2.051
H -0.761 0.854 -0.765 0.445 0.590 -0.775
O 0.245 1.214 1.462 -1.667 -4.487 -1.427
O 0.554 -1.556 1.569 -0.698 0.260 -0.744
O -1.838 -0.584 1.211 -0.398 -0.307 -0.598
P -0.356 -0.478 0.995 3.244 4.301 3.345
C 0.051 0.129 -0.662 -0.007 -0.713 -0.715
N 0.999 -0.186 -1.502 -0.209 2.385 -1.137
```
Forces are in eV/Å.

Atom charges from the Mulliken analysis, given in e for atoms 1 to 4: H 0.1391; H 0.2445; O -0.9743; O -0.7791

=====

CH2NO3PS | ωB97M-V with the def2-TZVPD basis set

HOMO-LUMO gap: 10.89 eV
Lowest unoccupied orbital energy: 0.0039 Eh
Relative energy (zero: lowest compared OMol25 entry of this formula, charge and spin): 21.6 kcal/mol
Calculated total energy: -28826.96650 eV

Structure (XYZ):
```
9
Properties=species:S:1:pos:R:3:forces:R:3
P 0.312 0.187 -0.632 -0.494 1.017 -2.980
S 0.979 -2.540 1.657 0.274 -0.540 0.380
O 0.263 -0.466 -1.927 -0.232 -0.316 -0.200
O 1.293 0.097 0.410 2.382 0.265 1.573
H -1.112 1.905 -1.160 -1.075 0.779 -0.243
H -0.341 1.771 0.566 -1.210 0.811 -2.629
C -0.002 -1.563 1.018 -0.547 -1.199 0.839
N -0.493 1.561 -0.482 1.619 -0.534 3.353
O -0.900 -0.952 0.551 -0.717 -0.283 -0.092
```
Forces are in eV/Å.

Atom charges from the Mulliken analysis, given in e for atoms 1 to 4: P 0.9344; S -0.2565; O -0.6107; O -0.6170

=====

CH2NO3S | ωB97M-V with the def2-TZVPD basis set

HOMO-LUMO gap: 7.66 eV
Lowest unoccupied orbital energy: 0.1407 Eh
Relative energy (zero: lowest compared OMol25 entry of this formula, charge and spin): 57.8 kcal/mol
Charge: -1
Calculated total energy: -19536.39588 eV

Structure (XYZ):
```
8
Properties=species:S:1:pos:R:3:forces:R:3
C 0.249 -0.597 -0.845 -1.673 -1.967 2.047
S 0.975 1.134 -0.607 2.364 -2.035 1.937
O -0.190 1.949 -0.526 -2.315 2.084 -0.256
N -1.262 -0.735 0.432 2.727 -1.955 -0.788
O 0.709 -1.607 -1.242 -0.405 0.772 -0.184
O 1.414 0.684 0.782 0.138 0.693 -1.438
H -0.747 -1.019 1.313 -0.240 -0.786 -1.324
H -1.149 0.192 0.692 -0.595 3.194 0.007
```
Forces are in eV/Å.

Atom charges from the Mulliken analysis, given in e for atoms 1 to 4: C 0.4390; S 0.4660; O -0.5768; N -0.7430

=====

CH2NO4 | ωB97M-V with the def2-TZVPD basis set

HOMO-LUMO gap: 7.96 eV
Lowest unoccupied orbital energy: 0.1543 Eh
Relative energy (zero: lowest compared OMol25 entry of this formula, charge and spin): 44.6 kcal/mol
Charge: -1
Calculated total energy: -10746.51923 eV

Structure (XYZ):
```
8
Properties=species:S:1:pos:R:3:forces:R:3
O 1.572 0.608 0.242 0.708 1.443 0.485
O -2.810 -0.340 -1.191 0.434 0.117 1.207
H 1.993 0.483 1.120 -0.575 -0.418 -0.611
O 0.776 -0.813 -0.314 -0.974 -0.952 -0.852
C -2.122 -0.356 -0.200 0.761 -0.259 -2.833
O -1.888 -0.350 0.939 -0.681 0.078 2.001
H -0.192 -0.265 -2.001 0.434 -0.649 2.069
N -0.290 -0.562 -0.935 -0.106 0.639 -1.467
```
Forces are in eV/Å.

Atom charges from the Mulliken analysis, given in e for atoms 1 to 4: O -0.6022; O -0.5853; H 0.2068; O -0.2575

=====

CH2NO4S | ωB97M-V with the def2-TZVPD basis set

HOMO-LUMO gap: 8.64 eV
Lowest unoccupied orbital energy: 0.1443 Eh
Relative energy (zero: lowest compared OMol25 entry of this formula, charge and spin): 91.0 kcal/mol
Charge: -1
Calculated total energy: -21582.74461 eV

Structure (XYZ):
```
9
Properties=species:S:1:pos:R:3:forces:R:3
C -1.283 -0.092 0.507 -1.115 1.302 -0.178
O 2.422 -0.729 -1.341 0.764 0.143 -0.145
O 1.940 -0.669 1.091 0.170 0.227 -0.135
N -0.703 0.829 -0.262 0.020 -2.220 0.731
H -2.318 0.143 0.734 0.188 0.068 -0.083
O 0.565 0.586 -0.658 -0.108 1.573 -0.456
S 1.466 -0.921 -0.270 -0.457 -1.470 0.399
H -0.881 -1.007 0.948 0.616 0.817 -0.660
O -1.208 1.859 -0.750 -0.079 -0.441 0.526
```
Forces are in eV/Å.

Atom charges from the Mulliken analysis, given in e for atoms 1 to 4: C -0.4953; O -0.5670; O -0.5453; N 0.7017